[1]
The following is a DFT calculation (the ωB97M-V functional and the def2-TZVPD basis) of a cluster of 5 separate species, C28H23F34N3O8 in total at a distorted geometry.

Values from the calculation:
E_tot: -5241.91211 a.u.
HOMO-LUMO gap: 0.30651 Eh
SMILES: C[C@](C#N)([C@@H](C#N)COO)N(C(=O)F)C(=O)F.FC(F)C(F)(F)COC(F)(F)C(F)F.FC(F)C(F)(F)COC(F)(F)C(F)F.FC(F)C(F)(F)COC(F)(F)C(F)F.FC(F)C(F)(F)COC(F)(F)C(F)F
Net charge: 0

Geometry (Å):
C -1.148 -4.173 1.581
C -2.258 -3.300 2.477
C -2.993 -2.303 1.352
N -3.663 -1.534 0.522
C -1.545 -2.291 3.559
C 0.106 -2.555 3.578
N 1.338 -2.891 3.386
C -1.795 -0.687 3.264
O -1.119 0.034 4.394
O -0.044 0.639 3.974
N -3.368 -4.160 3.040
C -4.510 -3.300 3.595
O -5.668 -3.337 2.916
F -4.442 -2.488 4.833
C -2.929 -5.011 4.208
O -1.681 -5.363 4.523
F -4.005 -5.489 5.154
H -0.519 -4.916 2.230
H -0.484 -3.463 0.892
H -1.816 -4.820 0.837
H -1.886 -2.469 4.683
H -2.941 -0.366 3.357
H -1.285 -0.302 2.283
H 0.697 0.289 4.585
C -6.290 2.257 -3.227
C -6.612 3.494 -2.368
C -5.480 4.503 -2.230
F -4.355 3.973 -1.705
F -5.846 5.519 -1.399
F -7.068 3.077 -1.155
F -7.676 4.125 -2.960
O -5.836 1.091 -2.530
C -4.453 1.093 -2.176
C -4.215 1.221 -0.663
F -4.868 2.285 -0.131
F -2.894 1.400 -0.390
F -3.820 2.050 -2.898
F -3.952 -0.093 -2.616
H -7.236 1.943 -3.684
H -5.644 2.500 -4.078
H -5.231 4.949 -3.199
H -4.555 0.324 -0.139
C -2.377 -8.580 -2.095
C -2.204 -7.303 -1.253
C -1.411 -6.186 -1.920
F -0.166 -6.560 -2.281
F -1.260 -5.134 -1.067
F -1.678 -7.643 -0.045
F -3.462 -6.829 -0.983
O -1.426 -9.629 -1.874
C -0.175 -9.468 -2.540
C 0.989 -9.177 -1.580
F 0.725 -8.132 -0.757
F 2.119 -8.855 -2.266
F -0.314 -8.530 -3.508
F 0.056 -10.640 -3.192
H -3.335 -9.020 -1.796
H -2.499 -8.361 -3.162
H -1.931 -5.812 -2.809
H 1.205 -10.048 -0.956
C 4.992 3.914 3.635
C 4.295 3.038 4.691
C 3.844 1.668 4.206
F 2.994 1.727 3.159
F 3.182 1.004 5.196
F 3.267 3.745 5.236
F 5.191 2.854 5.713
O 4.168 4.849 2.929
C 3.415 4.301 1.847
C 1.904 4.259 2.122
F 1.613 3.641 3.294
F 1.250 3.570 1.148
F 3.932 3.091 1.525
F 3.660 5.104 0.777
H 5.706 4.545 4.178
H 5.615 3.324 2.952
H 4.701 1.049 3.919
H 1.488 5.270 2.165
C 6.134 4.782 -2.618
C 6.013 6.215 -2.069
C 4.591 6.737 -1.918
F 3.894 6.727 -3.074
F 4.600 8.032 -1.491
F 6.776 7.043 -2.835
F 6.602 6.220 -0.831
O 6.334 4.650 -4.031
C 5.153 4.759 -4.825
C 5.107 6.042 -5.670
F 5.308 7.155 -4.921
F 3.894 6.189 -6.267
F 4.072 4.610 -4.022
F 5.154 3.674 -5.647
H 7.045 4.359 -2.179
H 5.329 4.131 -2.259
H 4.035 6.154 -1.175
H 5.873 6.021 -6.449

=====

[2]
The following is a DFT calculation (the ωB97M-V functional and the def2-TZVPD basis) of a cluster of 2 separate species, C2H2ClNO in total at a distorted geometry.

Values from the calculation:
E_tot: -667.46477 a.u.
HOMO-LUMO gap (spin up / spin down): 0.30773 / 0.30779 Eh
Net charge: 0

Geometry (Å):
C -0.253 1.717 0.137
C -0.616 0.480 0.716
N 0.048 0.526 -0.496
O -0.172 2.846 0.072
Cl -2.738 -0.281 -0.321
H -0.434 -0.315 1.424
H 0.703 0.016 -0.996

=====

[3]
The following is a DFT calculation (the ωB97M-V functional and the def2-TZVPD basis) of the ion C5H6N3O3S with charge -1 at a distorted geometry.

Values from the calculation:
E_tot: -982.25139 a.u.
HOMO-LUMO gap: 0.26126 Eh
SMILES: COn1c(=O)c([O-])nc(=S)n1C
Net charge: -1

Geometry (Å):
C 3.562 0.802 0.031
C 2.309 1.579 -0.203
C 2.375 -1.145 0.157
C 0.070 -1.202 -0.849
C -0.820 1.374 0.845
N 3.450 -0.487 0.264
N 1.163 0.790 -0.385
N 1.162 -0.615 -0.120
O 4.626 1.400 -0.119
O 2.212 2.775 -0.159
O -0.118 1.376 -0.348
S 2.580 -2.835 0.157
H 0.468 -2.070 -1.272
H -0.784 -1.352 -0.083
H -0.361 -0.516 -1.526
H -0.288 1.719 1.759
H -1.138 0.379 1.034
H -1.650 2.216 0.669

=====

[4]
The following is a DFT calculation (the ωB97M-V functional and the def2-TZVPD basis) of a cluster of 2 separate species, H2NO2P in total at a distorted geometry.

Values from the calculation:
E_tot: -547.68272 a.u.
HOMO-LUMO gap: 0.24047 Eh
Net charge: -2

Geometry (Å):
N 9.957 0.001 0.000
O 10.619 1.086 -0.017
O 10.619 -1.085 0.018
P -11.026 -0.005 -0.002
H -10.092 0.900 0.335
H -10.078 -0.897 -0.334

=====

[5]
The following is a DFT calculation (the ωB97M-V functional and the def2-TZVPD basis) of a structure of composition C16H19F6N5O4PtS.

Values from the calculation:
E_tot: -2312.50382 a.u.
HOMO-LUMO gap (spin up / spin down): 0.19492 / 0.19645 Eh
Net charge: 0

Geometry (Å):
Pt 1.318 0.313 -0.246
N -0.495 1.629 -0.509
C -1.121 1.944 0.791
C -1.589 0.685 1.520
C -0.535 -0.217 2.164
N 0.209 -1.021 1.168
H -0.321 2.460 -1.066
H -1.102 1.032 -1.067
H -1.979 2.604 0.648
H -0.394 2.485 1.399
H -2.214 0.087 0.846
H -2.255 1.010 2.321
H -1.030 -0.876 2.881
H 0.189 0.383 2.718
H -0.430 -1.529 0.561
H 0.796 -1.716 1.616
C 0.135 -2.200 -3.493
C 0.929 -1.093 -2.808
O 0.360 -0.818 -1.577
C 0.880 0.178 -3.687
F -0.397 0.494 -3.954
F 1.412 1.252 -3.070
F 1.518 0.030 -4.850
C 2.387 -1.571 -2.621
F 2.939 -2.033 -3.741
F 2.428 -2.553 -1.710
F 3.187 -0.582 -2.156
H -0.915 -1.920 -3.497
H 0.252 -3.121 -2.925
H 0.470 -2.366 -4.515
O 6.460 8.104 3.158
S 5.230 7.687 3.798
O 4.055 7.709 2.950
O 5.027 8.165 5.149
C 5.532 5.907 4.046
N 6.496 5.536 4.900
C 6.706 4.242 5.041
C 5.975 3.270 4.357
C 5.005 3.760 3.505
N 4.789 5.061 3.349
C 4.100 2.910 2.687
C 3.277 3.532 1.749
C 2.418 2.771 0.997
N 2.314 1.435 1.131
C 3.109 0.834 2.034
C 4.002 1.528 2.818
H 7.491 3.948 5.731
H 6.182 2.219 4.494
H 3.326 4.608 1.641
H 1.767 3.228 0.262
H 3.001 -0.239 2.123
H 4.600 0.982 3.533

=====

[6]
The following is a DFT calculation (the ωB97M-V functional and the def2-TZVPD basis) of the molecule C4H11N3O at a distorted geometry.

Values from the calculation:
E_tot: -398.40619 a.u.
HOMO-LUMO gap: 0.37705 Eh
SMILES: [H]/N=C\[C@H](C)N(C)NO
Net charge: 0

Geometry (Å):
C -1.858 0.797 -0.036
C 0.810 0.756 1.750
C 0.512 0.330 0.315
N -0.838 -0.205 0.210
H 0.675 1.173 -0.379
H -2.826 0.298 -0.094
H -1.860 1.500 0.793
H -1.689 1.348 -0.970
H 0.222 1.628 2.027
H 1.869 0.990 1.850
H 0.569 -0.055 2.433
N -0.792 -1.303 -0.702
C 1.439 -0.825 -0.086
O -0.753 -0.976 -2.118
N 2.316 -0.805 -0.990
H 0.148 -1.190 -2.400
H -1.673 -1.805 -0.594
H 2.300 0.028 -1.583
H 1.429 -1.684 0.577